(1)
134
Properties=species:S:1:pos:R:3:forces:R:3:mulliken_charge:R:1 method="wB97M-V/def2-TZVPD" lumo_energy_ev=-0.26 total_energy_ev=-150447.142 charge=0 smiles="N#C[C@](CC=O)(CCN)[C@](C#N)(c1ccccn1)P(O)O.CCOC(=O)C(F)(F)F.CCOC(=O)C(F)(F)F.CCOC(=O)C(F)(F)F.CCOC(=O)C(F)(F)F.CCOC(=O)C(F)(F)F.CCOC(=O)C(F)(F)F.CCOC(=O)C(F)(F)F"
N -1.528 4.984 3.621 2.13 2.24 -4.69 -0.601
C -1.057 5.370 2.586 -0.80 -2.83 1.80 -0.273
C -0.439 5.473 1.087 -0.24 0.93 0.92 1.023
C 0.549 6.781 1.154 0.20 0.06 -0.34 -0.502
C 0.607 7.607 -0.217 -2.59 3.02 0.58 0.076
O -0.047 8.694 -0.263 2.61 -3.96 -0.09 -0.512
C -1.687 5.762 0.119 -0.57 0.72 -0.21 -0.816
C -3.019 4.922 0.445 -1.02 0.61 0.62 -0.641
N -3.817 4.590 -0.799 0.03 0.42 1.04 -0.654
C 0.438 4.176 0.690 -0.95 -3.55 1.34 1.758
C -0.456 2.822 0.579 -2.66 -1.60 0.15 -0.481
N -1.223 1.898 0.470 4.03 4.47 0.34 -0.590
C 1.565 3.806 1.805 2.99 -0.66 1.89 0.004
C 3.063 4.147 1.646 0.03 -0.54 1.17 -0.426
C 4.207 3.780 2.657 -5.54 -1.77 1.26 -0.709
C 3.638 2.992 3.908 -1.53 1.91 -3.78 -0.265
C 2.096 2.756 3.905 1.46 0.32 -0.16 -0.429
N 1.103 3.094 2.950 4.21 1.14 -0.69 -0.254
P 1.252 4.346 -1.058 1.18 0.64 -1.54 0.434
O 0.092 4.055 -2.285 1.56 -1.04 1.67 -0.502
O 2.407 3.066 -1.234 -2.73 0.67 -0.25 -0.406
H 1.623 6.513 1.442 -1.50 0.03 -0.31 0.242
H 0.131 7.449 1.985 0.62 -0.71 -1.54 0.419
H 1.163 7.240 -1.161 -0.61 0.33 1.58 0.337
H -1.433 5.685 -1.011 -0.19 -0.22 1.95 0.146
H -1.971 6.877 0.272 0.66 -1.80 -0.21 0.475
H -2.865 3.988 1.082 0.12 1.30 -1.05 0.423
H -3.709 5.620 1.067 1.45 -1.16 -0.58 0.324
H -4.525 5.347 -0.879 0.60 -1.05 -0.18 0.257
H -4.321 3.702 -0.637 0.34 0.83 -0.17 0.242
H 3.375 4.724 0.697 -0.49 -1.02 1.66 0.300
H 5.309 4.013 2.503 -1.84 -0.27 0.11 0.381
H 4.339 2.630 4.749 -1.59 0.60 -1.49 0.304
H 1.696 2.211 4.845 0.65 0.98 -1.85 0.416
H 0.145 3.137 -2.636 -0.46 0.69 0.33 0.236
H 2.000 2.391 -1.824 0.58 0.24 0.67 0.226
C 6.262 3.852 -4.221 0.16 0.31 0.10 -0.639
C 6.172 2.799 -3.134 -0.57 -0.01 -0.67 0.047
O 7.258 2.927 -2.201 0.41 0.51 1.06 -0.346
C 7.135 3.912 -1.290 -1.46 -0.39 -1.29 0.375
O 6.192 4.659 -1.220 0.96 -0.31 0.45 -0.512
C 8.327 3.913 -0.335 1.67 0.16 1.12 0.844
F 9.508 3.830 -0.984 -0.69 0.02 -0.08 -0.250
F 8.287 2.867 0.521 -0.40 0.25 -0.48 -0.256
F 8.387 5.025 0.423 -0.49 -0.42 -0.58 -0.242
H 7.236 3.810 -4.717 -0.11 -0.13 -0.03 0.334
H 5.479 3.706 -4.966 0.13 -0.01 0.07 -0.083
H 6.160 4.859 -3.809 -0.10 -0.12 0.00 0.326
H 6.258 1.806 -3.581 0.27 0.06 0.27 0.359
H 5.211 2.837 -2.612 0.21 0.15 0.12 0.064
C -2.135 -0.887 -1.184 -0.33 -0.15 -0.24 -1.117
C -0.654 -0.908 -1.504 -0.37 0.60 0.63 0.007
O -0.302 -2.094 -2.237 0.17 -0.56 -1.19 -0.317
C -0.609 -2.088 -3.550 -0.37 1.64 1.16 0.213
O -1.139 -1.169 -4.122 0.49 -1.06 -0.05 -0.512
C -0.146 -3.383 -4.214 0.50 -1.68 -1.01 1.019
F -0.502 -4.485 -3.509 0.13 0.90 0.16 -0.272
F 1.197 -3.435 -4.342 -0.52 0.42 0.27 -0.260
F -0.652 -3.546 -5.456 0.24 0.76 0.83 -0.260
H -2.426 -1.798 -0.654 0.13 0.09 0.07 0.302
H -2.383 -0.023 -0.566 0.15 -0.10 -0.04 0.353
H -2.738 -0.844 -2.094 0.12 0.08 0.04 0.315
H -0.080 -0.931 -0.575 0.07 -0.26 -0.24 0.362
H -0.345 -0.012 -2.051 -0.09 -0.22 -0.15 0.167
C -2.349 -5.859 -5.262 -0.28 -0.27 -0.44 -0.980
C -3.108 -6.440 -4.085 0.85 0.12 0.03 -0.130
O -4.521 -6.459 -4.343 -0.97 -0.63 -0.43 -0.340
C -4.961 -7.450 -5.144 1.92 0.06 0.51 0.364
O -4.253 -8.295 -5.633 -1.06 0.45 0.18 -0.512
C -6.478 -7.380 -5.302 -1.99 0.21 -0.46 0.851
F -6.912 -6.134 -5.586 0.57 -0.36 0.15 -0.250
F -7.119 -7.759 -4.174 0.61 0.13 -0.25 -0.232
F -6.939 -8.174 -6.287 0.72 0.21 0.45 -0.252
H -2.734 -4.868 -5.514 0.08 -0.06 0.16 0.277
H -1.288 -5.779 -5.035 -0.28 -0.18 -0.07 0.227
H -2.463 -6.480 -6.153 0.01 -0.05 0.15 0.408
H -2.958 -5.807 -3.206 -0.37 -0.05 -0.08 0.288
H -2.750 -7.441 -3.826 -0.22 0.03 -0.17 0.295
C 1.487 0.879 9.662 0.13 -0.18 -0.25 -0.989
C 2.946 1.288 9.610 -0.59 0.55 0.44 -0.357
O 3.736 0.292 8.940 0.44 -0.39 -1.13 -0.331
C 3.664 0.290 7.595 -0.92 1.33 1.12 0.372
O 2.999 1.060 6.947 0.72 -0.81 0.00 -0.449
C 4.578 -0.784 7.009 1.05 -1.59 -0.82 0.874
F 4.434 -1.976 7.626 -0.22 0.67 0.00 -0.249
F 5.883 -0.451 7.122 -0.60 0.30 0.16 -0.262
F 4.352 -1.005 5.700 -0.23 0.52 0.67 -0.238
H 1.382 -0.106 10.121 0.17 0.24 0.09 0.327
H 0.903 1.602 10.235 0.08 -0.05 0.00 0.396
H 1.058 0.808 8.660 0.06 0.13 0.09 0.281
H 3.339 1.368 10.626 0.21 -0.25 -0.23 0.333
H 3.077 2.265 9.136 0.04 -0.24 -0.16 0.323
C -3.911 -0.794 6.491 0.19 0.32 0.10 -1.119
C -4.001 -1.855 7.571 -0.55 -0.01 -0.64 -0.181
O -2.911 -1.738 8.499 0.42 0.47 1.01 -0.318
C -3.023 -0.759 9.420 -1.54 -0.28 -1.25 0.276
O -3.961 -0.008 9.504 1.05 -0.39 0.38 -0.504
C -1.823 -0.771 10.365 1.52 0.09 1.23 0.973
F -0.646 -0.853 9.705 -0.95 -0.16 -0.12 -0.260
F -1.859 -1.822 11.212 -0.37 0.25 -0.52 -0.263
F -1.750 0.333 11.132 -0.45 -0.39 -0.62 -0.250
H -2.939 -0.837 5.992 -0.12 -0.13 -0.03 0.304
H -4.699 -0.931 5.748 0.06 -0.05 0.07 0.367
H -4.006 0.210 6.912 -0.11 -0.12 -0.01 0.324
H -3.922 -2.845 7.117 0.26 0.06 0.28 0.317
H -4.960 -1.818 8.097 0.23 0.14 0.10 0.316
C 4.172 4.882 -10.403 0.21 -0.31 0.11 -1.103
C 3.113 5.356 -9.427 0.28 0.55 -0.60 -0.210
O 2.672 4.279 -8.584 0.19 -0.64 1.08 -0.328
C 3.495 3.952 -7.568 0.50 1.59 -1.16 0.383
O 4.543 4.504 -7.337 -0.89 -0.90 0.29 -0.515
C 2.887 2.824 -6.730 -0.80 -1.61 0.86 0.904
F 2.423 1.810 -7.490 0.34 0.65 0.00 -0.257
F 1.842 3.254 -5.989 0.47 0.28 -0.39 -0.266
F 3.766 2.276 -5.866 -0.09 0.61 -0.56 -0.242
H 3.806 4.030 -10.982 -0.07 0.17 -0.03 0.306
H 4.451 5.685 -11.089 -0.08 -0.03 0.06 0.366
H 5.072 4.548 -9.881 -0.07 0.16 -0.01 0.315
H 2.236 5.701 -9.979 -0.08 -0.28 0.27 0.318
H 3.465 6.198 -8.823 0.03 -0.27 0.09 0.317
C -6.608 -10.328 -2.717 0.18 0.29 0.16 -1.027
C -6.693 -11.388 -1.637 -0.51 -0.03 -0.64 -0.384
O -5.605 -11.263 -0.707 0.40 0.48 1.00 -0.305
C -5.725 -10.283 0.213 -1.51 -0.30 -1.23 0.372
O -6.669 -9.539 0.294 1.04 -0.38 0.36 -0.508
C -4.526 -10.286 1.159 1.62 0.15 1.19 0.852
F -3.349 -10.361 0.501 -0.66 0.02 -0.10 -0.241
F -4.558 -11.338 2.007 -0.38 0.25 -0.51 -0.249
F -4.463 -9.180 1.924 -0.47 -0.42 -0.61 -0.240
H -5.635 -10.365 -3.215 -0.10 -0.15 -0.04 0.303
H -7.394 -10.471 -3.462 0.06 -0.03 0.07 0.420
H -6.711 -9.325 -2.298 -0.12 -0.17 0.01 0.343
H -6.606 -12.378 -2.090 0.26 0.06 0.28 0.333
H -7.652 -11.357 -1.112 0.22 0.15 0.10 0.335

***

(2)
18
Properties=species:S:1:pos:R:3:forces:R:3:lowdin_spin:R:1 method="wB97M-V/def2-TZVPD" lumo_energy_ev="-8.68 / -8.57" total_energy_ev=-37343.819 charge=+2 de_lowest_kcal_mol=4.6 multiplicity=8
Eu -1.619 -0.866 0.080 0.96 -0.51 0.72 7.007
O -3.253 -3.833 1.687 1.60 3.56 -2.05 0.003
C -2.823 -2.907 1.158 -2.08 -4.45 2.54 -0.005
C -1.767 1.716 0.574 0.10 4.93 1.28 -0.003
O -1.736 2.833 0.843 -0.12 -4.12 -1.03 0.004
C -0.757 -0.457 -2.372 2.10 0.59 -4.56 -0.003
O -0.279 -0.301 -3.405 -1.76 -0.54 3.77 0.004
C -3.599 0.110 -1.317 -3.88 2.38 -3.08 0.000
O -4.387 0.636 -1.973 3.04 -2.05 2.55 0.006
C 2.932 -0.226 1.181 0.30 0.23 -0.07 0.000
C 1.692 0.169 0.459 -0.57 0.38 -0.47 0.000
N 1.734 1.257 -0.329 0.06 -0.85 0.64 0.001
O 0.613 -0.493 0.573 0.30 0.52 -0.28 -0.014
H 3.741 0.477 0.944 -0.14 -0.32 0.19 0.000
H 3.233 -1.237 0.873 -0.16 0.24 0.17 0.000
H 2.750 -0.210 2.265 0.02 -0.12 -0.32 0.000
H 0.916 1.571 -0.845 0.53 -0.02 0.20 0.000
H 2.610 1.760 -0.395 -0.30 0.14 -0.20 0.000

***

(3)
17
Properties=species:S:1:pos:R:3:forces:R:3:mulliken_charge:R:1 method="wB97M-V/def2-TZVPD" lumo_energy_ev="-0.94 / -0.24" total_energy_ev=-19125.783 charge=0 de_lowest_kcal_mol=57.7
C 0.849 -3.232 -0.180 -0.48 0.04 0.08 -0.791
C 0.603 -2.306 -1.081 0.12 0.36 0.75 0.059
C -0.561 -0.244 -0.388 1.19 -3.35 -1.60 -0.232
C 0.646 2.805 1.006 0.99 1.30 -0.15 -0.672
C -1.965 0.198 -0.283 -1.29 0.79 1.34 0.977
N -0.330 -1.379 -0.860 -2.20 3.72 1.38 -0.195
N 1.105 1.470 0.916 0.51 -1.62 0.57 -0.067
F -2.839 -0.764 0.112 0.59 0.48 -0.34 -0.252
F -2.411 0.710 -1.434 0.05 0.10 0.29 -0.251
F -2.015 1.164 0.700 -0.32 -0.47 -0.94 -0.244
F 2.258 1.363 0.097 -1.11 0.97 0.53 -0.187
H 1.699 -3.783 -0.327 1.82 -1.70 -0.39 0.284
H 0.281 -3.444 0.694 -0.44 0.35 0.47 0.277
H 1.122 -2.138 -1.977 0.95 -0.21 -1.06 0.379
H -0.289 2.873 1.562 0.27 -0.47 0.22 0.276
H 1.404 3.522 1.407 -0.34 -0.71 0.08 0.316
H 0.445 3.185 0.034 -0.30 0.42 -1.21 0.323

***

- Look up the charge of the second one.
  +2

***

- Among the records above, which one has the highest charge?
  C6H5EuNO5